1.
The following is a quantum chemistry calculation of a 2-piece molecular cluster, C5H12N2O overall, from OMol25.

Last column: natural (NBO) charge in e.
Atoms and positions in Å:
C 1.13403 -2.36696 -0.79177  -0.168
O 0.25454 -2.24319 -1.88525  -0.691
C 0.42185 -2.06287 0.43660  0.264
N -0.12803 -1.83027 1.41024  -0.301
H 0.69969 -2.54073 -2.68566  0.480
H 1.98340 -1.66831 -0.87753  0.206
H 1.52937 -3.39080 -0.69941  0.212
C -0.48307 1.01988 -0.61690  -0.211
C 0.46077 1.37186 1.65422  -0.426
C -1.85528 1.35990 -0.05235  -0.622
N 0.62225 1.49181 0.21597  -0.633
H 1.47276 1.01542 -0.06956  0.341
H -0.35753 1.50781 -1.59185  0.184
H -0.45447 -0.06781 -0.78439  0.164
H -0.31364 2.06612 1.98570  0.189
H 1.40268 1.66396 2.12093  0.195
H 0.20126 0.35483 1.99502  0.188
H -1.92669 2.42185 0.16870  0.205
H -2.61386 1.10562 -0.78594  0.213
H -2.05011 0.79185 0.85331  0.211

- charge = 0
- SMILES = N#CCO.CCNC
- lowest unoccupied orbital energy (eV) = 0.331
- gap between HOMO and LUMO (eV) = 8.60
- E_HOMO (eV) = -8.265
- DFT total energy (Eh) = -382.409401
- largest force on an atom (hartree/bohr) = 0.0159

---

2.
The following is a quantum chemistry calculation of a single C5H12N2O molecule, from OMol25.

Last column: natural (NBO) charge in e.
Atoms and positions in Å:
C 0.14920 -1.96682 0.30161  -0.646
C -1.80571 0.01095 1.31795  -0.634
C -0.63462 1.86711 0.10422  -0.639
N 1.45238 -0.17839 -0.72846  -0.054
C 0.29909 -0.48499 -0.00117  0.128
C -0.62990 0.39813 0.45179  -0.052
N 1.51903 -0.68220 -2.01738  -0.628
O 2.02358 1.07567 -0.61391  -0.577
H 2.24582 1.10635 0.33379  0.473
H 2.45377 -0.48884 -2.37525  0.361
H 0.89450 -0.12519 -2.60112  0.322
H 0.91349 -2.57248 -0.19788  0.234
H 0.25663 -2.14942 1.37629  0.215
H -0.82362 -2.33892 -0.03709  0.215
H -1.66264 2.23115 -0.00575  0.208
H -1.77077 -1.01969 1.67839  0.216
H -1.84251 0.65397 2.20429  0.210
H -2.74047 0.13683 0.76146  0.215
H -0.15268 2.44653 0.89763  0.208
H -0.14458 2.08024 -0.84941  0.226

- charge = 0
- SMILES = CC(C)=C(C)N(N)O
- lowest unoccupied orbital energy (eV) = 0.928
- gap between HOMO and LUMO (eV) = 8.39
- E_HOMO (eV) = -7.458
- DFT total energy (Eh) = -382.349533
- largest force on an atom (hartree/bohr) = 0.0433

---

3.
The following is a quantum chemistry calculation of C5H12N2O as an isolated structure, from OMol25.

Last column: natural (NBO) charge in e.
Atoms and positions in Å:
C 1.79545 -1.87308 1.25108  -0.636
C 1.62677 -0.90378 0.10962  -0.432
C 0.48923 0.14424 -0.02709  0.075
C -0.70681 -0.54505 -0.45815  -0.108
C -0.89118 0.33843 0.93266  -0.007
H 2.82683 -1.98383 1.64370  0.237
H 1.24519 -2.95723 0.91607  0.207
H 1.20249 -1.47243 2.19679  0.214
H 2.62327 -0.01795 0.06498  0.194
H 1.89939 -1.52777 -0.90874  0.229
H 0.94834 1.27988 -1.78891  0.410
H 1.59283 2.07198 -0.02416  0.356
H -0.20830 -1.55445 -0.37353  0.216
H -2.06917 -0.79373 -1.94278  0.360
H -1.98147 0.74263 -1.03057  0.418
H -1.21056 -0.02418 1.95357  0.216
H -0.95293 2.29373 0.76065  0.502
N 0.74029 1.39079 -0.73888  -0.868
N -1.46586 -0.04048 -1.67137  -0.857
O -1.83971 1.44084 0.56950  -0.724

- charge = 0
- lowest unoccupied orbital energy (eV) = 0.560
- gap between HOMO and LUMO (eV) = 9.22
- E_HOMO (eV) = -8.659
- DFT total energy (Eh) = -382.179082
- largest force on an atom (hartree/bohr) = 0.1483

---

4.
The following is a quantum chemistry calculation of a 2-piece molecular cluster, C5H12N2O overall, from OMol25.

Last column: natural (NBO) charge in e.
Atoms and positions in Å:
C -0.56542 1.84625 -0.36805  -0.461
N 2.01444 1.57124 -1.51391  -0.891
C 1.52815 2.78300 -0.88004  0.249
N 0.39978 2.93648 -0.36023  -0.393
H -1.42848 2.14829 -0.96077  0.210
H -0.91888 1.69186 0.64691  0.214
H -0.16918 0.91634 -0.76970  0.193
H 2.26388 1.79530 -2.47455  0.368
H 2.90822 1.33716 -1.08657  0.365
H 2.24532 3.60701 -0.87481  0.145
O -2.41625 -0.38633 1.23335  -0.520
C -1.47986 -1.06597 1.55855  0.451
C -1.25052 -2.48017 1.10752  -0.509
C -0.04498 -2.51945 0.16486  -0.601
H -0.67986 -0.64314 2.20267  0.098
H -2.15328 -2.84478 0.62049  0.223
H -1.04562 -3.09606 1.98827  0.217
H -0.21309 -1.88943 -0.70786  0.216
H 0.14340 -3.53092 -0.19115  0.219
H 0.86223 -2.17667 0.66503  0.207

- charge = 0
- SMILES = C/N=C\N.CCC=O
- lowest unoccupied orbital energy (eV) = 0.856
- gap between HOMO and LUMO (eV) = 10.32
- E_HOMO (eV) = -9.465
- DFT total energy (Eh) = -382.416842
- largest force on an atom (hartree/bohr) = 0.0112

---

5.
The following is a quantum chemistry calculation of C5H12N2O as an isolated structure, from OMol25.

Last column: Mulliken spin population.
Atoms and positions in Å:
C 2.09570 1.33479 0.07623  0.515
C 0.79187 1.24644 0.23871  0.301
C -0.63268 -0.06926 1.79180  -0.048
C -0.46666 0.09262 -1.98038  0.010
C -0.06311 0.04550 0.39106  0.393
N -1.77129 -1.29088 -0.60083  0.048
N -0.98773 -0.11060 -0.63620  0.465
O 0.88146 -1.54369 0.28033  0.316
H 2.57948 2.29445 0.00906  -0.007
H 2.72830 0.46797 -0.00738  -0.013
H 0.18274 2.14428 0.31030  -0.018
H -1.48537 0.60416 1.89218  0.008
H 0.12323 0.21415 2.52022  0.019
H -0.95139 -1.08750 2.00264  0.009
H 0.49652 -0.40577 -2.11237  0.000
H -1.18905 -0.33064 -2.67371  -0.015
H -0.35981 1.16065 -2.17046  0.025
H -1.14271 -2.09110 -0.48995  0.028
H -2.38331 -1.25566 0.20840  0.002
H 1.55380 -1.41990 0.95035  -0.038

- charge = 0
- lowest unoccupied orbital energy (spin up / spin down) (eV) = 0.769 / -3.736
- spin multiplicity = 3
- gap between HOMO and LUMO (spin up / spin down) (eV) = 4.53 / 4.72
- E_HOMO (spin up / spin down) (eV) = -3.757 / -8.455
- DFT total energy (Eh) = -382.155999
- largest force on an atom (hartree/bohr) = 0.1167

---

6.
The following is a quantum chemistry calculation of an isolated ion of composition C5H12N2O and charge +1, from OMol25.

Last column: Mulliken spin population.
Atoms and positions in Å:
C -1.09852 1.27138 -1.27527  0.001
O -2.22261 0.73932 -0.57092  0.005
C 0.27878 1.02626 -0.67646  0.005
C 0.61380 -0.44527 -0.54085  0.053
C 0.34705 -1.26137 0.70287  0.096
C -0.42381 -2.34149 0.68263  0.415
N 1.13812 -0.89287 1.73868  0.408
N 0.56113 1.79218 0.60696  0.020
H -1.35366 2.34258 -1.42583  0.000
H -1.00414 0.89939 -2.36795  0.000
H 1.08573 1.46275 -1.39539  0.004
H 1.69634 -0.60390 -0.80258  -0.023
H 0.17689 -0.97485 -1.39405  0.017
H -0.49394 -3.10443 1.45585  0.007
H -1.06015 -2.75031 -0.07929  0.026
H 1.40011 -1.46367 2.53875  -0.022
H 1.53932 0.01022 1.72797  -0.011
H -2.13428 -0.26472 -0.45047  0.001
H 1.24654 2.55667 0.48554  0.000
H -0.29271 2.00213 1.03980  -0.001

- charge = +1
- lowest unoccupied orbital energy (spin up / spin down) (eV) = -3.489 / -7.546
- spin multiplicity = 2
- gap between HOMO and LUMO (spin up / spin down) (eV) = 9.94 / 5.84
- E_HOMO (spin up / spin down) (eV) = -13.431 / -13.389
- DFT total energy (Eh) = -382.124072
- largest force on an atom (hartree/bohr) = 0.0927

---

7.
The following is a quantum chemistry calculation of a single C5H12N2O2 molecule, from OMol25.

Last column: natural (NBO) charge in e.
Atoms and positions in Å:
C -0.14361 -0.33942 -0.21721  0.106
C 0.74057 0.49178 0.58793  -0.090
C 0.80347 -1.90980 -0.31459  -0.252
C -1.72094 2.22880 0.11909  -0.738
C -0.31391 2.03441 0.62726  0.551
N 1.96047 0.86727 -0.01218  -0.829
N -0.20565 -2.93376 -0.52931  -0.870
O -1.33490 -0.70096 0.37780  -0.749
O 0.29857 2.99299 1.03972  -0.575
H -1.40002 -1.68346 0.28058  0.501
H -0.24165 -0.00262 -1.25546  0.152
H 0.87303 0.12652 1.60527  0.213
H 2.58958 1.31842 0.63829  0.384
H 1.81266 1.47488 -0.81260  0.367
H -0.37392 -3.11139 -1.51491  0.372
H 0.04740 -3.80474 -0.07785  0.373
H 1.36880 -2.11955 0.59343  0.190
H 1.48474 -1.75810 -1.15414  0.184
H -1.84803 1.86055 -0.89778  0.228
H -2.38762 1.68682 0.79138  0.252
H -2.00904 3.28138 0.12526  0.230

- charge = 0
- SMILES = CC(=O)[C@H](N)[C@H](O)CN
- lowest unoccupied orbital energy (eV) = 0.851
- gap between HOMO and LUMO (eV) = 8.62
- E_HOMO (eV) = -7.768
- DFT total energy (Eh) = -457.634139
- largest force on an atom (hartree/bohr) = 0.1126

---

8.
The following is a quantum chemistry calculation of C5H12N2O2 as an isolated structure, from OMol25.

Last column: natural (NBO) charge in e.
Atoms and positions in Å:
C 1.36369 -2.28640 0.66048  -0.591
C -0.42237 1.89137 -1.25521  -0.665
C 0.80605 -1.04813 -0.25950  -0.439
C -0.57298 1.39134 0.13739  0.063
C -0.47060 -0.59977 0.28484  -0.114
N 0.15584 2.02897 1.17327  -0.825
N -1.60392 -1.01348 -0.42220  0.497
O -2.57719 -1.36397 0.24013  -0.409
O -1.66851 -0.95572 -1.61943  -0.394
H 2.35052 -2.41588 0.38611  0.208
H 0.66484 -3.15578 0.61220  0.213
H 1.35379 -1.94683 1.74544  0.192
H 0.67491 1.87035 -1.59840  0.197
H -1.02045 1.43689 -2.05874  0.257
H -0.58268 2.94329 -1.26373  0.227
H 1.58826 -0.24611 -0.03781  0.206
H 0.77230 -1.39185 -1.28329  0.244
H -1.61275 1.60085 0.39251  0.180
H -0.55805 -0.56195 1.33020  0.218
H 0.38439 1.33304 1.91028  0.369
H 0.97491 2.48977 0.92545  0.365

- charge = 0
- lowest unoccupied orbital energy (eV) = 0.274
- gap between HOMO and LUMO (eV) = 9.43
- E_HOMO (eV) = -9.153
- DFT total energy (Eh) = -457.531421
- largest force on an atom (hartree/bohr) = 0.1031

---

9.
The following is a quantum chemistry calculation of a 2-piece molecular cluster, C5H12N2O2 overall, from OMol25.

Last column: natural (NBO) charge in e.
Atoms and positions in Å:
C 2.07014 0.26723 0.03414  0.750
C 0.28777 0.08825 -1.87154  -0.739
C -0.13498 0.70789 1.80155  -0.419
C -1.67471 1.01109 -0.10794  -0.421
C 0.51648 0.20826 -0.42181  0.414
N -0.09694 -2.26626 0.31969  -1.140
N -0.41599 0.66055 0.37436  -0.346
O 2.56540 -0.78637 0.32285  -0.679
O 2.34666 1.47609 -0.03681  -0.681
H -0.71500 -0.25685 -2.03958  0.230
H 0.31472 1.19091 -2.30712  0.276
H 1.16923 -0.34528 -2.38598  0.270
H 0.90558 1.07987 1.88305  0.254
H -0.94220 1.25302 2.36695  0.209
H -0.26853 -0.17568 2.30823  0.221
H -2.35692 1.41825 0.55987  0.227
H -1.59294 1.83124 -0.89034  0.210
H -2.16631 0.15611 -0.66511  0.207
H 0.88555 -2.17954 0.65320  0.414
H -0.42928 -3.16635 0.76941  0.377
H -0.26772 -2.17242 -0.66708  0.366

- charge = 0
- lowest unoccupied orbital energy (eV) = 0.421
- gap between HOMO and LUMO (eV) = 9.38
- E_HOMO (eV) = -8.961
- DFT total energy (Eh) = -457.639806
- largest force on an atom (hartree/bohr) = 0.0861

---

10.
The following is a quantum chemistry calculation of a 3-piece molecular cluster, C5H12N2O2 overall, from OMol25.

Last column: natural (NBO) charge in e.
Atoms and positions in Å:
C 1.53251 -1.04669 2.15611  -0.599
C 0.32549 -1.40614 1.25211  -0.430
C -0.46140 -0.31744 0.67694  0.100
C -0.52565 1.02767 1.03600  -0.142
N -1.62103 1.53115 0.33818  -0.503
C -2.06274 0.63698 -0.53497  0.151
N -1.32314 -0.55045 -0.36625  -0.507
H 1.88986 -1.87400 2.80530  0.226
H 1.16006 -0.24018 2.75129  0.200
H 2.34074 -0.68147 1.40224  0.199
H 0.64826 -2.02475 0.44093  0.221
H -0.42755 -2.15402 1.82976  0.215
H 0.04583 1.45307 1.80493  0.222
H -2.16273 2.37960 0.60138  0.427
H -2.92241 0.73696 -1.24262  0.222
H 0.07440 -0.13677 -2.06927  0.487
H -0.05116 -1.56972 -2.64671  0.475
O 0.38126 -0.75035 -2.73352  -0.964
H 2.63584 0.49348 -1.82303  0.474
H 2.08124 0.38323 -0.50270  0.458
O 2.42468 1.12578 -1.10049  -0.932

- charge = 0
- SMILES = CCc1c[nH]cn1.O.O
- lowest unoccupied orbital energy (eV) = 0.707
- gap between HOMO and LUMO (eV) = 9.58
- E_HOMO (eV) = -8.869
- DFT total energy (Eh) = -457.673133
- largest force on an atom (hartree/bohr) = 0.0815

---

11.
The following is a quantum chemistry calculation of a 3-piece molecular cluster, C5H12N2O2 overall, from OMol25.

Last column: natural (NBO) charge in e.
Atoms and positions in Å:
C 1.24215 1.85843 -1.55517  -0.603
C -0.24758 1.38347 -1.49459  -0.413
C -0.55388 0.02942 -0.85002  0.116
C -1.73422 -0.12240 -0.09063  -0.173
N -1.78712 -1.46484 0.36525  -0.480
C -0.56281 -2.05451 -0.00521  0.131
N 0.11643 -1.19847 -0.83266  -0.542
H 1.83385 1.12559 -1.23098  0.207
H 1.25773 2.71297 -0.88716  0.211
H 1.49313 2.05940 -2.56613  0.207
H -0.85468 2.07094 -0.88456  0.229
H -0.59763 1.23831 -2.62386  0.212
H -2.68498 0.38255 0.30304  0.247
H -0.25482 -3.08970 0.07640  0.206
H 1.21630 -1.20233 -0.83662  0.446
H -0.58828 0.02985 1.83257  0.467
H 0.03856 0.18620 3.24236  0.491
O -0.09939 0.45687 2.32178  -0.927
H 3.01029 0.94397 1.18462  0.461
H 1.54843 0.60616 1.74894  0.502
O 2.27626 0.16974 1.16409  -0.994

- charge = 0
- SMILES = CCc1cnc[nH]1.O.O
- lowest unoccupied orbital energy (eV) = 0.661
- gap between HOMO and LUMO (eV) = 9.01
- E_HOMO (eV) = -8.349
- DFT total energy (Eh) = -457.609872
- largest force on an atom (hartree/bohr) = 0.2866

---

12.
The following is a quantum chemistry calculation of a 2-piece molecular cluster, C5H12N2O2 overall, from OMol25.

Last column: natural (NBO) charge in e.
Atoms and positions in Å:
C 0.65398 2.22402 1.00276  -0.704
C 1.08112 0.77308 0.67053  0.661
C 1.83490 -0.65891 -1.21598  -0.428
C -1.78077 -0.91795 -0.59547  0.689
C -0.60161 -1.41788 0.27518  -0.710
H 0.53232 2.88908 0.13547  0.211
H 1.34416 2.65222 1.72089  0.241
H -0.32556 2.23347 1.47793  0.234
H 1.30691 1.35686 -1.29385  0.403
H 1.82898 -1.39817 -0.44327  0.229
H 1.26369 -1.05096 -2.08634  0.215
H 2.84011 -0.44331 -1.59906  0.197
H -3.73716 0.02757 -0.00267  0.369
H -2.87613 -0.75467 1.24403  0.379
H 0.00985 -1.96726 -0.33651  0.216
H -1.11529 -2.03888 1.16890  0.219
H -0.04004 -0.51941 0.56839  0.257
N 1.27671 0.55510 -0.67859  -0.610
N -2.97486 -0.96017 0.17746  -0.859
O 1.26009 -0.04173 1.55146  -0.614
O -1.78137 -0.54209 -1.74126  -0.596

- charge = 0
- SMILES = CNC(C)=O.CC(N)=O
- lowest unoccupied orbital energy (eV) = 0.646
- gap between HOMO and LUMO (eV) = 10.18
- E_HOMO (eV) = -9.532
- DFT total energy (Eh) = -457.643274
- largest force on an atom (hartree/bohr) = 0.1280

---

The records above yield ΔE to the lowest compared entry with this formula, charge and spin values of 58.4; 96.0; 203.0; 53.8; 40.5; 27.1; 72.0; 136.5; 68.5; 47.6; 87.3; 66.3 kcal/mol, respectively.